Record 1
H22O11 | ωB97M-V/def2-TZVPD

Last column: Löwdin charge in e.
Positions of all 33 atoms, in Å:
O  -0.22803  0.05406  -0.28336  -0.100
H  -0.15003  0.32306  0.61164  -0.018
H  0.61697  -0.52994  -0.61436  0.100
O  2.55097  -0.68194  -0.44636  -0.025
H  3.00997  -0.97894  0.30864  0.042
H  3.25397  -0.65794  -1.09436  0.070
O  -0.09903  2.90906  -0.37036  -0.096
H  -0.94203  3.23406  0.19264  0.111
H  -0.14503  2.03406  -0.03436  -0.070
O  -0.42903  -0.32994  -3.50836  -0.033
H  -0.39603  -1.03994  -2.94336  -0.082
H  0.25397  0.32706  -3.29836  0.040
O  -2.60503  -1.57394  0.62164  -0.130
H  -2.29603  -0.78394  0.23564  -0.070
H  -1.72003  -2.23894  0.44064  0.093
O  -1.13103  2.54506  3.38864  -0.072
H  -2.09403  2.50506  3.09064  0.085
H  -0.51103  1.93406  3.04564  -0.051
O  3.15297  2.15406  -0.85036  -0.090
H  2.74297  1.99106  -1.69536  0.013
H  2.79697  1.36906  -0.28436  0.049
O  -0.02303  -2.72694  -2.14436  -0.098
H  0.81897  -3.02794  -2.43436  0.020
H  -0.21203  -2.83594  -1.06636  0.103
O  -0.20603  -3.19994  0.71964  0.039
H  0.66797  -3.16594  0.49964  0.018
H  -0.52903  -3.95594  1.08164  0.039
O  -3.03703  1.60906  -0.09436  -0.068
H  -2.33803  1.38006  -0.71836  0.014
H  -3.81703  1.55806  -0.69636  0.070
O  0.89597  0.64706  2.43764  0.042
H  1.69697  0.98006  2.95364  0.134
H  0.44997  0.17406  2.94964  -0.080

Force components x, y, z for each atom (eV/Å):
O 1.9 -2.4 -3.1
H 0.9 -0.2 1.5
H -2.9 2.5 1.8
O -0.6 0.1 -1.1
H 0.6 -0.6 1.8
H 0.1 0.2 -0.7
O -3.4 2.4 2.0
H 2.8 -0.4 -2.1
H 0.6 -1.7 -0.2
O 0.0 3.4 -2.7
H 0.4 -2.7 2.4
H -0.5 -0.6 0.2
O 3.1 -4.5 0.0
H 0.5 1.7 -0.8
H -3.9 3.1 0.9
O -2.8 1.9 0.9
H 2.5 -0.6 0.2
H 0.2 -1.1 -1.2
O -0.5 -2.2 1.9
H -0.3 0.1 -0.5
H 0.8 2.2 -1.5
O -2.3 0.4 4.0
H 1.1 -0.6 0.2
H 1.0 0.0 -4.4
O -2.5 4.0 -1.0
H 3.7 -0.5 -0.3
H -0.8 -3.7 1.5
O -0.8 -0.2 -1.0
H 0.4 0.0 0.0
H 0.6 0.1 0.9
O 7.7 7.1 -5.9
H -1.7 -0.6 -1.1
H -6.0 -6.7 7.1

## Properties
- SMILES = O.O.O.O.O.O.O.O.O.O.O
- gap between HOMO and LUMO (eV) = 9.75
- LUMO energy (eV) = -0.71
- 2S+1 = 1
- HOMO (eV) = -10.462

---

Record 2
H22O11 | ωB97M-V/def2-TZVPD

Last column: Löwdin charge in e.
Positions of all 33 atoms, in Å:
O  -2.28071  2.44679  0.87261  -0.060
H  -3.06273  1.91618  0.55429  0.064
H  -1.56981  1.95552  1.27556  -0.007
O  -2.47379  0.60874  -2.07440  -0.019
H  -2.88328  0.62108  -2.88717  0.024
H  -2.69863  1.41929  -1.52308  0.092
O  -3.13530  -1.66521  -0.60792  0.016
H  -3.06396  -0.94318  -1.10590  -0.101
H  -4.03804  -1.84590  -0.38715  0.038
O  -0.18987  0.29292  1.93415  -0.029
H  -0.72788  0.49146  2.71690  0.095
H  0.70946  0.25402  2.06498  -0.048
O  -0.21133  -2.58268  2.42619  -0.160
H  -0.07881  -1.96307  1.54028  0.072
H  0.18033  -1.77242  2.87521  0.016
O  2.46407  -2.40850  -1.04127  -0.168
H  1.50841  -2.14545  -0.78055  -0.031
H  3.13529  -1.77179  -0.53528  0.074
O  2.94085  0.69850  -0.76920  -0.059
H  3.49133  1.40587  -1.12390  0.066
H  2.04416  0.86894  -1.11430  0.012
O  0.14222  -2.59623  -0.26337  -0.028
H  -0.43922  -2.92735  -0.84960  0.015
H  0.25291  -1.62732  -0.53713  0.047
O  1.00477  3.26004  -1.04152  -0.012
H  0.31347  3.76591  -0.79498  -0.029
H  0.99530  2.69426  -1.84341  0.059
O  2.50963  0.42575  2.06824  -0.012
H  2.53421  0.55014  1.06568  0.055
H  3.00177  -0.28902  2.23951  -0.015
O  0.19570  0.08121  -0.89690  -0.042
H  -0.53652  0.47137  -1.44706  0.069
H  -0.03398  0.31012  -0.00951  0.006

Force components x, y, z for each atom (eV/Å):
O -1.7 0.5 -1.3
H 1.8 0.3 1.2
H 0.0 -1.0 0.0
O 1.5 1.2 4.2
H -1.6 0.5 -2.8
H 0.3 -1.4 -1.5
O 0.4 -4.8 3.3
H 0.2 4.7 -3.2
H -0.6 0.0 0.0
O -4.7 0.4 -1.1
H 0.8 -0.3 -0.2
H 3.9 0.3 1.4
O 1.7 4.9 -2.3
H -1.2 -3.5 2.2
H -0.7 -1.9 0.8
O 1.5 2.7 1.7
H 3.3 -1.3 -0.5
H -2.5 -2.0 -1.8
O -0.3 0.3 -0.1
H 0.0 0.0 0.2
H 0.3 -0.4 0.2
O 2.5 3.6 2.8
H -3.4 -1.9 -3.1
H -1.4 -1.1 0.3
O 5.0 -3.3 -1.3
H -4.0 2.1 0.3
H -1.1 1.3 0.9
O -3.2 4.3 -2.6
H 0.5 -0.1 1.4
H 3.0 -4.3 1.0
O -0.5 0.6 -2.0
H 0.8 -0.8 0.6
H -0.4 0.4 1.5

## Properties
- SMILES = O.O.O.O.O.O.O.O.O.O.O
- gap between HOMO and LUMO (eV) = 9.21
- LUMO energy (eV) = -0.47
- 2S+1 = 1
- HOMO (eV) = -9.673